No. 1
{
  "formula": "C4H8O3",
  "method": "wB97M-V/def2-TZVPD",
  "species": ["C", "C", "O", "C", "O", "C", "O", "H", "H", "H", "H", "H", "H", "H", "H"],
  "coordinates": [[-0.08181, 0.24162, -1.66776], [-0.69874, -0.22953, -0.36714], [-1.45240, -1.39163, -0.62706], [0.33668, -0.38868, 0.76264], [1.63790, -0.68409, 0.34954], [0.32562, 0.94271, 1.50802], [1.33104, 1.44897, 1.94155], [-0.88486, 0.47931, -2.36972], [0.51882, 1.14083, -1.49580], [0.56375, -0.52487, -2.10241], [-1.37940, 0.57795, -0.01829], [-1.73808, -1.76860, 0.21433], [-0.02455, -1.17405, 1.45931], [2.21624, -0.11340, 0.88618], [-0.67022, 1.44346, 1.52661]],
  "atomic_forces_ev_per_a": [[0.013, 0.022, -0.058], [0.024, 0.456, -0.055], [0.019, -0.348, 0.121], [-0.219, 0.278, 0.073], [0.055, 0.008, 0.109], [0.326, 0.136, 0.040], [-0.467, -0.204, -0.173], [0.134, -0.027, 0.032], [-0.072, -0.104, -0.058], [-0.089, 0.076, 0.125], [0.006, -0.431, -0.219], [-0.035, 0.025, -0.183], [-0.053, 0.258, -0.061], [-0.008, -0.134, -0.154], [0.365, -0.011, 0.462]],
  "lowdin_charge": [-0.03, -0.42, -0.02, -0.32, 0.00, -0.18, 0.08, 0.09, 0.09, 0.09, 0.13, 0.09, 0.16, 0.10, 0.13],
  "orbital_gap_ev": 10.95,
  "de_lowest_kcal_mol": 38.8,
  "charge": 0,
  "smiles": "C[C@@H](O)[C@@H](O)C=O",
  "e_tot_ha": -382.90296,
  "e_lumo_ev": 0.594
}

=====

No. 2
{
  "formula": "C4H8O3",
  "method": "wB97M-V/def2-TZVPD",
  "species": ["C", "C", "C", "O", "O", "C", "O", "H", "H", "H", "H", "H", "H", "H", "H"],
  "coordinates": [[0.14783, 1.63729, -0.68538], [0.07227, 0.31272, -0.85500], [-1.23944, -0.39126, -1.18001], [-1.26174, -1.63132, -0.51137], [1.06812, -0.54263, -0.45955], [0.96883, -0.15317, 1.20809], [1.49979, -0.73122, 2.31630], [1.08673, 2.13511, -0.46684], [-0.74602, 2.25282, -0.72764], [-2.09157, 0.20112, -0.82254], [-1.36631, -0.51696, -2.26841], [-0.35269, -1.95714, -0.63072], [-0.10655, -0.24088, 1.20628], [1.51792, 0.74603, 1.00707], [0.80283, -1.12053, 2.86971]],
  "atomic_forces_ev_per_a": [[0.066, -0.052, -0.290], [-0.133, 0.183, 0.304], [-0.058, 0.192, -0.100], [0.044, -0.298, -0.158], [-0.018, -0.086, 0.954], [-0.100, 0.251, -0.318], [0.237, -0.775, -0.542], [-0.124, -0.064, 0.007], [0.155, -0.077, -0.375], [0.219, -0.060, -0.095], [0.131, -0.016, 0.193], [-0.217, -0.127, 0.224], [-0.104, 0.676, 0.355], [-0.383, 0.458, 0.400], [0.286, -0.204, -0.559]],
  "lowdin_charge": [0.06, -0.44, -0.21, -0.07, -0.11, -0.09, 0.04, 0.07, 0.07, 0.12, 0.12, 0.09, 0.12, 0.11, 0.12],
  "orbital_gap_ev": 9.82,
  "de_lowest_kcal_mol": 90.6,
  "charge": 0,
  "smiles": "C=C(CO)OCO",
  "e_tot_ha": -382.82038,
  "e_lumo_ev": 0.494
}

=====

No. 3
{
  "formula": "C4H8O3",
  "method": "wB97M-V/def2-TZVPD",
  "species": ["O", "C", "C", "C", "O", "C", "O", "H", "H", "H", "H", "H", "H", "H", "H"],
  "coordinates": [[-2.42528, 1.18794, -0.49001], [-1.06606, 0.84013, -0.64750], [-0.78059, -0.37491, 0.21367], [0.68794, -0.73684, 0.15789], [0.93559, -1.97869, -0.39546], [1.64338, -0.12454, 1.07660], [1.64124, 0.22158, -0.31120], [-2.58566, 1.97882, -1.01836], [-0.40003, 1.65902, -0.34322], [-0.82419, 0.59694, -1.69226], [-1.38057, -1.22605, -0.11769], [-1.05414, -0.15437, 1.24935], [1.79526, -1.86889, -0.83281], [1.34849, 0.71373, 1.70855], [2.46463, -0.73389, 1.44246]],
  "atomic_forces_ev_per_a": [[-0.183, 0.224, -0.141], [0.441, -0.090, -0.095], [-0.031, 0.076, -0.004], [0.044, 0.375, -0.064], [0.175, -0.059, -0.005], [0.148, -0.050, 0.456], [-0.249, 0.014, -0.249], [-0.083, -0.145, 0.123], [-0.153, -0.054, -0.043], [-0.088, 0.082, 0.081], [0.118, 0.092, 0.000], [-0.057, -0.022, -0.119], [-0.185, -0.290, 0.105], [-0.055, -0.294, 0.102], [0.158, 0.141, -0.146]],
  "lowdin_charge": [-0.06, -0.27, -0.08, -0.54, 0.06, -0.06, -0.02, 0.09, 0.12, 0.13, 0.13, 0.13, 0.12, 0.12, 0.12],
  "orbital_gap_ev": 11.01,
  "de_lowest_kcal_mol": 54.4,
  "charge": 0,
  "smiles": "OCC[C@]1(O)CO1",
  "e_tot_ha": -382.87806,
  "e_lumo_ev": 0.850
}